The following is a quantum chemistry calculation of an isolated molecule of C3H2ClN3O, from the OMol25 dataset.

The calculation puts the molecular weight at 131.52 g mol⁻¹. The total energy comes out at -22181.4810 eV. As for the SMILES: [H]/N=c1\ncoc(Cl)n1. The value obtained for the orbital gap is 10.34 eV. The value obtained for the largest force on an atom is 5.81 eV/A. The energy above the lowest of the compared OMol25 structures with the same formula, charge and spin is 122.0 kJ/mol.

```
10
Properties=species:S:1:pos:R:3:lowdin_charge:R:1
H 2.553 -1.194 0.236 0.11
N 1.594 -1.670 0.063 0.17
C 0.750 -0.807 0.061 -0.53
N 1.029 0.588 -0.186 0.13
C 0.109 1.496 -0.113 -0.12
O -1.226 1.205 0.328 -0.06
C -1.444 -0.287 -0.060 -0.69
Cl -3.125 -0.632 -0.046 0.75
N -0.593 -1.189 0.001 0.13
H 0.353 2.490 -0.283 0.11
```

The following is a quantum chemistry calculation of a cluster of 2 separate species, C2H3FSi in total, from the OMol25 dataset.

The calculation puts the molecular weight at 74.13 g mol⁻¹. The total energy comes out at -12714.5842 eV. The value obtained for the orbital gap is 8.50 eV. The value obtained for the largest force on an atom is 2.34 eV/A. The energy above the lowest of the compared OMol25 structures with the same formula, charge and spin is 244.1 kJ/mol.

```
7
Properties=species:S:1:pos:R:3:lowdin_charge:R:1
C -1.050 0.491 -0.546 -0.03
C -0.596 1.506 -0.080 0.01
F 2.558 -0.928 -0.829 -0.43
Si 1.508 -2.190 -0.696 0.66
H -1.749 -0.224 -0.817 0.00
H 0.080 2.298 -0.033 0.01
H 0.848 -1.399 0.269 -0.22
```

The following is a quantum chemistry calculation of a cluster of 2 separate species, C22H43ClN4O5P in total, from the OMol25 dataset.

The calculation puts the molecular weight at 510.04 g mol⁻¹. Its net charge is +1. The total energy comes out at -61506.3586 eV. The value obtained for the orbital gap is 8.28 eV. The value obtained for the largest force on an atom is 8.38 eV/A.

```
76
Properties=species:S:1:pos:R:3:lowdin_charge:R:1
C 2.246 -5.768 0.184 -0.14
C 3.239 -4.617 -0.322 -0.25
C 3.870 -3.716 0.876 -0.19
C 3.243 -2.221 0.883 -0.12
C 1.678 -2.334 1.258 -0.23
C 0.685 -1.947 0.061 -0.05
N -0.787 -2.162 0.420 -0.06
C -1.617 -1.603 -0.702 -0.18
N -1.896 -2.763 -1.633 0.02
C -1.134 -1.641 1.781 -0.20
C -2.505 -2.278 2.369 -0.25
C -3.485 -1.252 2.950 -0.01
C -4.804 -1.849 3.571 0.01
C -4.827 -3.407 3.463 -0.03
C -3.744 -4.278 2.806 -0.08
N -2.577 -3.684 2.260 0.06
C 0.003 -1.986 2.903 -0.53
Cl -0.486 -1.377 4.576 0.65
N 1.368 -1.494 2.484 -0.14
O 1.292 -0.194 2.047 -0.20
C 1.742 0.748 3.061 -0.21
C 2.522 2.027 2.451 -0.07
H 1.179 -5.359 0.380 0.06
H 2.113 -6.576 -0.625 0.08
H 2.585 -6.299 1.137 0.08
H 2.759 -3.928 -1.103 0.09
H 4.140 -5.147 -0.818 0.11
H 5.012 -3.726 0.848 0.11
H 3.572 -4.260 1.853 0.12
H 3.738 -1.683 1.778 0.13
H 3.453 -1.644 -0.079 0.13
H 1.490 -3.454 1.480 0.14
H 0.889 -0.915 -0.376 0.13
H 0.888 -2.698 -0.795 0.14
H -0.910 -3.202 0.388 0.17
H -1.048 -0.834 -1.352 0.14
H -2.579 -1.087 -0.374 0.15
H -1.005 -3.261 -1.840 0.08
H -2.195 -2.391 -2.554 0.10
H -1.243 -0.492 1.714 0.17
H -3.287 -0.118 2.976 0.11
H -5.611 -1.223 4.065 0.10
H -5.736 -3.952 3.908 0.10
H -3.891 -5.407 2.770 0.12
H -0.007 -3.136 2.988 0.13
H 0.789 1.178 3.560 0.11
H 2.308 0.213 3.895 0.13
H 3.383 2.252 3.183 0.09
H 2.891 1.775 1.403 0.07
H 1.770 2.895 2.411 0.08
O -0.113 2.140 -3.201 -0.26
P -0.844 3.492 -3.207 0.75
O 0.476 4.414 -3.590 -0.23
C 0.789 4.443 -4.986 -0.29
C -0.298 5.112 -5.816 -0.09
O -0.881 3.523 -1.540 -0.28
C -0.534 2.376 -0.763 -0.27
C 0.975 2.260 -0.586 -0.06
O -1.774 4.932 -3.273 -0.24
C -2.105 5.655 -2.076 -0.26
C -0.920 6.247 -1.313 -0.07
H 0.951 3.420 -5.340 0.11
H 1.728 4.988 -5.103 0.12
H -1.243 4.560 -5.757 0.06
H -0.012 5.159 -6.868 0.08
H -0.493 6.124 -5.456 0.08
H -0.974 1.469 -1.195 0.08
H -1.000 2.489 0.220 0.12
H 1.536 2.409 -1.506 0.08
H 1.241 1.283 -0.174 0.05
H 1.325 3.036 0.103 0.07
H -2.711 5.015 -1.432 0.11
H -2.759 6.476 -2.377 0.12
H -0.077 5.573 -1.171 0.06
H -1.246 6.568 -0.320 0.08
H -0.511 7.110 -1.844 0.08
```

The following is a quantum chemistry calculation of a cluster of 4 separate species, C32H56ClN2O2S in total, from the OMol25 dataset.

The calculation puts the molecular weight at 568.33 g mol⁻¹. Its net charge is +1. The total energy comes out at -64518.4200 eV. The value obtained for the orbital gap is 7.23 eV. The value obtained for the largest force on an atom is 2.30 eV/A.

```
94
Properties=species:S:1:pos:R:3:lowdin_charge:R:1
C -3.713 0.792 7.275 -0.09
C -4.416 2.070 7.803 -0.22
C -4.798 3.111 6.747 -0.62
Cl -3.426 3.431 5.632 0.74
O -6.030 2.853 6.077 0.00
C -5.995 1.936 5.066 -0.40
O -6.192 0.754 5.239 0.19
C -5.804 2.394 3.621 -0.02
C -6.723 3.315 3.159 0.06
C -6.572 3.774 1.883 -0.07
N -5.579 3.343 1.125 -0.38
S -5.376 3.964 -0.501 0.94
C -4.695 2.423 1.547 -0.02
C -4.771 1.909 2.804 -0.08
C -3.769 0.898 3.234 -0.21
C -4.186 -0.403 3.514 -0.01
C -3.240 -1.301 3.913 -0.12
N -1.941 -1.060 4.033 0.11
C -1.586 0.165 3.718 -0.15
C -2.432 1.204 3.324 -0.05
H -3.576 0.772 6.194 0.03
H -2.787 0.601 7.816 0.08
H -4.370 -0.058 7.498 0.08
H -5.259 1.844 8.460 0.12
H -3.689 2.583 8.445 0.11
H -4.956 4.049 7.277 0.12
H -7.516 3.678 3.799 0.15
H -7.275 4.521 1.534 0.15
H -4.069 4.312 -0.416 -0.08
H -3.909 2.099 0.876 0.15
H -5.236 -0.639 3.420 0.12
H -3.580 -2.307 4.155 0.12
H -0.523 0.396 3.777 0.12
H -2.072 2.201 3.101 0.12
C -0.477 0.654 0.128 -0.10
C -0.285 -0.752 -0.432 -0.26
C 0.728 -1.580 0.356 -0.22
C 2.151 -1.020 0.362 -0.22
C 2.772 -0.821 -1.019 -0.27
C 2.929 -2.119 -1.804 -0.10
H 0.443 1.240 0.082 0.06
H -1.236 1.186 -0.454 0.06
H -0.823 0.620 1.162 0.04
H 0.005 -0.690 -1.484 0.10
H -1.247 -1.272 -0.411 0.10
H 0.738 -2.598 -0.045 0.10
H 0.387 -1.671 1.393 0.10
H 2.786 -1.695 0.944 0.11
H 2.165 -0.064 0.896 0.09
H 3.759 -0.370 -0.890 0.10
H 2.183 -0.106 -1.602 0.10
H 3.550 -2.832 -1.258 0.08
H 3.406 -1.924 -2.766 0.08
H 1.963 -2.586 -2.005 0.04
C 1.927 -8.153 -6.191 -0.11
C 0.902 -7.029 -6.309 -0.27
C 1.533 -5.639 -6.376 -0.23
C 2.333 -5.231 -5.137 -0.23
C 1.553 -5.256 -3.824 -0.27
C 0.381 -4.280 -3.799 -0.12
H 2.508 -8.075 -5.271 0.06
H 1.428 -9.124 -6.183 0.07
H 2.618 -8.139 -7.036 0.08
H 0.195 -7.088 -5.478 0.10
H 0.317 -7.185 -7.220 0.10
H 0.744 -4.903 -6.558 0.10
H 2.195 -5.590 -7.246 0.11
H 2.726 -4.221 -5.297 0.11
H 3.208 -5.879 -5.039 0.10
H 2.238 -4.999 -3.011 0.09
H 1.194 -6.266 -3.612 0.10
H 0.724 -3.256 -3.966 0.07
H -0.119 -4.315 -2.828 0.07
H -0.363 -4.521 -4.560 0.07
C 7.032 3.505 -2.500 -0.11
C 5.820 4.414 -2.683 -0.27
C 5.270 4.961 -1.366 -0.23
C 4.750 3.903 -0.392 -0.23
C 3.648 3.000 -0.944 -0.27
C 2.378 3.756 -1.322 -0.11
H 6.787 2.616 -1.918 0.06
H 7.406 3.171 -3.469 0.07
H 7.842 4.035 -1.993 0.08
H 5.039 3.878 -3.230 0.10
H 6.109 5.259 -3.313 0.11
H 4.471 5.675 -1.589 0.10
H 6.054 5.536 -0.865 0.11
H 4.376 4.411 0.504 0.11
H 5.581 3.278 -0.055 0.10
H 3.396 2.256 -0.182 0.09
H 4.012 2.439 -1.809 0.10
H 1.972 4.290 -0.459 0.07
H 1.613 3.061 -1.677 0.06
H 2.559 4.479 -2.118 0.07
```